[1]
A molecular structure, C62H50GaO2P2SSi in a non-equilibrium geometry, computed with wB97M-V/def2-TZVPD.

ORCA input file:
```
! wB97M-V def2-TZVPD RIJCOSX def2/J DEFGRID3
* xyz 1 1
Ga 0.1501 -0.1415 1.2541
O -0.4033 0.6003 -3.8132
S 0.1099 0.9609 -2.4313
C 1.1878 2.2990 -2.8036
C 1.7151 2.3441 -4.0652
C 2.4443 3.4215 -4.5640
C 2.6010 4.5075 -3.7752
C 3.2035 5.8649 -4.0563
C 3.0675 6.6272 -2.7018
C 2.3250 5.6889 -1.7797
C 1.8901 5.8281 -0.4863
C 1.2812 4.7127 0.1025
C 1.0625 3.4903 -0.5372
P 0.3326 2.2747 0.6116
C -1.4330 2.6355 0.6028
C -2.2967 1.8583 1.3718
C -3.6682 2.0294 1.3208
C -4.2130 2.9550 0.4480
C -3.3597 3.7976 -0.2679
C -1.9862 3.6405 -0.1707
C 1.0487 2.8561 2.2006
C 2.4266 2.7456 2.3960
C 2.9759 3.2502 3.5610
C 2.1839 3.8487 4.5111
C 0.8247 4.0134 4.3199
C 0.2615 3.4805 3.1500
C 1.3969 3.3889 -1.9055
C 2.0936 4.4915 -2.4526
C 1.3756 -0.3235 -2.0575
C 2.5782 -0.0119 -1.4849
C 3.6256 -0.9670 -1.4031
C 3.4724 -2.1878 -1.9840
C 4.4106 -3.3187 -2.2232
C 3.5803 -4.3501 -3.0470
C 2.1992 -3.7692 -3.1601
C 1.0183 -4.2016 -3.7345
C -0.1389 -3.4111 -3.5470
C -0.1373 -2.1849 -2.8965
P -1.6837 -1.3721 -2.3561
C -2.2317 -2.4693 -0.9379
C -1.2931 -3.6323 -0.4127
C -1.9002 -4.8315 0.1386
C -3.2231 -4.8447 0.4011
C -4.0900 -3.7554 0.0157
C -3.6528 -2.6819 -0.6994
C -2.8191 -1.8296 -3.7120
C -3.0500 -0.8476 -4.6694
C -3.8305 -1.1089 -5.7831
C -4.4050 -2.3849 -5.9484
C -4.1895 -3.3431 -4.9708
C -3.3784 -3.0773 -3.8793
C 1.1081 -1.6463 -2.4917
C 2.2071 -2.5061 -2.5456
H 1.4184 1.5443 -4.7176
H 2.7681 3.4639 -5.5877
H 2.7420 6.3746 -4.8863
H 4.2483 5.7425 -4.3371
H 2.5439 7.5846 -2.7584
H 4.0414 6.8433 -2.3177
H 2.0906 6.7440 0.0814
H 0.9590 4.8235 1.1291
H -1.8755 1.1771 2.0925
H -4.3042 1.4898 2.0032
H -5.2823 3.0686 0.3978
H -3.7365 4.5889 -0.9001
H -1.3334 4.2933 -0.7286
H 3.0563 2.3102 1.6279
H 4.0733 3.1249 3.7067
H 2.6445 4.2650 5.4137
H 0.2465 4.5984 5.0348
H -0.7931 3.4918 3.0000
H 2.8082 1.0151 -1.2367
H 4.5632 -0.6817 -0.9309
H 4.7024 -3.8013 -1.2904
H 5.2932 -2.9919 -2.7509
H 3.6022 -5.3191 -2.5298
H 3.9808 -4.5136 -4.0387
H 0.9597 -5.1331 -4.2530
H -1.0594 -3.7648 -3.9717
H -0.3635 -3.7907 -0.9622
H -1.2943 -5.7188 0.2467
H -3.6930 -5.7415 0.8052
H -5.1257 -3.8673 0.2258
H -4.3938 -1.9986 -1.1291
H -2.6357 0.1349 -4.4975
H -4.0542 -0.3157 -6.4861
H -5.0215 -2.6273 -6.7984
H -4.6621 -4.2953 -5.1124
H -3.2594 -3.8653 -3.1349
C -1.9074 -2.2104 1.6746
C -1.3712 -2.3173 0.2689
O -0.2739 -1.4627 0.1230
H -2.6884 -2.9251 1.9054
H -2.2891 -1.2032 1.8508
H -1.0562 -2.4124 2.3298
C 3.1570 -3.9507 5.0212
C 2.3787 -3.2301 5.9244
C 1.6299 -2.1712 5.4660
C 1.6534 -1.7959 4.1090
C 2.5160 -2.4859 3.2595
C 3.2894 -3.5460 3.7148
Si 0.6796 -0.2749 3.6419
C -0.9504 -0.2015 4.5440
C -1.5644 1.0176 4.8175
C -2.8911 1.0868 5.2641
C -3.6275 -0.0722 5.3845
C -3.0296 -1.3084 5.1706
C -1.6917 -1.3671 4.7707
H 3.7811 -4.7376 5.3900
H 2.3548 -3.5148 6.9798
H 1.0348 -1.6150 6.1573
H 2.5853 -2.2188 2.2094
H 3.9526 -4.0799 3.0903
H 1.4660 0.9274 3.9892
H -0.9887 1.9502 4.7354
H -3.3004 2.0531 5.4515
H -4.6556 -0.0352 5.7107
H -3.5809 -2.2273 5.3390
H -1.2409 -2.3371 4.6471
*
```

Summary:
E_tot = -158860.629 eV
LUMO = -2.965 eV
maximum force = 0.0362 hartree/bohr
HOMO = -9.5 eV
energy above the lowest of the compared OMol25 structures with the same formula, charge and spin = 41.8 kcal/mol
frontier orbital gap = 6.543 eV

Löwdin population analysis, charges in e, atoms 1 to 99: 0.62 -0.53 0.94 -0.34 -0.03 0.01 -0.14 -0.08 -0.08 -0.14 0.01 -0.07 -0.28 1.05 -0.37 -0.12 -0.05 -0.05 -0.04 -0.06 -0.44 -0.12 -0.08 -0.08 -0.05 -0.11 -0.14 -0.08 -0.30 -0.08 -0.01 -0.15 -0.09 -0.09 -0.14 0.01 -0.04 -0.28 1.15 -0.36 -0.11 -0.04 -0.10 -0.09 -0.07 -0.37 -0.10 -0.06 -0.07 -0.08 -0.12 -0.16 -0.08 0.11 0.12 0.12 0.12 0.13 0.11 0.13 0.10 0.05 0.11 0.11 0.11 0.11 0.12 0.13 0.12 0.12 0.10 0.10 0.12 0.12 0.12 0.12 0.12 0.11 0.09 0.14 0.11 0.11 0.09 0.12 0.08 0.10 0.10 0.10 0.11 -0.01 -0.53 -0.21 0.09 0.08 0.07 -0.08 -0.07 -0.11 -0.32


[2]
A molecular structure, C62H51BiI4N7SSe2, computed with wB97M-V/def2-TZVPD.

ORCA input file:
```
! wB97M-V def2-TZVPD RIJCOSX def2/J DEFGRID3
* xyz -1 1
Bi 1.0975 1.0389 0.0468
I -9.7839 -1.8520 1.0311
C -7.8018 -1.3516 0.5206
C -6.8021 -1.4241 1.4736
C -5.5004 -1.1029 1.1197
C -5.1843 -0.6828 -0.1691
C -6.2157 -0.6229 -1.1065
C -7.5169 -0.9701 -0.7787
C -3.8279 -0.1804 -0.6089
C -3.1505 0.8487 0.3087
C -3.5298 1.0206 1.7312
C -2.5471 1.1683 2.6397
C -1.1357 1.0266 2.3295
C -0.1625 1.0032 3.2988
C -0.4709 1.4182 4.6938
C -1.3128 0.7149 5.5502
C -1.5531 1.1583 6.8447
C -0.9380 2.3130 7.2891
I -1.3050 3.0020 9.2504
C -0.0816 3.0281 6.4674
C 0.1471 2.5733 5.1794
C 1.1866 0.5637 3.1024
N 1.7293 0.2224 1.8613
C 2.8583 -0.5482 2.0340
C 3.4975 -1.2467 0.9669
C 4.7910 -1.8728 1.2642
C 5.0823 -3.2054 0.9341
C 6.3077 -3.7806 1.2262
C 7.2761 -3.0264 1.8668
I 9.1659 -3.8826 2.2648
C 7.0240 -1.7145 2.2310
C 5.7940 -1.1523 1.9343
C 2.9202 -1.4148 -0.3232
C 3.5078 -2.0707 -1.4309
C 2.6619 -1.9354 -2.5244
C 1.5410 -1.2057 -2.1315
N 1.6877 -0.9069 -0.7578
C 0.4243 -0.8691 -2.9817
C -0.8875 -0.6411 -2.6558
C -1.9343 -0.2497 -3.5743
C -3.1344 -0.4471 -3.0162
C -2.9703 -1.0151 -1.6266
N -1.1345 -1.9271 -0.5949
C 0.7397 -0.9207 -4.4386
C 0.0240 -1.7537 -5.2977
C 0.3222 -1.8319 -6.6502
C 1.3549 -1.0631 -7.1566
I 1.7912 -1.1374 -9.2213
C 2.1053 -0.2451 -6.3290
C 1.7954 -0.1867 -4.9791
C 3.0846 -0.6248 3.4209
C 2.0572 0.0616 4.0683
N -0.8462 0.8840 0.9545
H -7.0321 -1.7282 2.4853
H -4.7144 -1.1979 1.8552
H -5.9974 -0.2922 -2.1152
H -8.2935 -0.9348 -1.5311
H -4.5661 1.0752 2.0149
H -2.8131 1.3483 3.6721
H -1.7769 -0.2016 5.2072
H -2.2086 0.5989 7.4987
H 0.3995 3.9304 6.8198
H 0.8108 3.1242 4.5255
H 4.3158 -3.8093 0.4670
H 6.5007 -4.8140 0.9689
H 7.7825 -1.1263 2.7310
H 5.5988 -0.1243 2.2114
H 4.4640 -2.5632 -1.4259
H 2.8259 -2.3495 -3.5071
H -1.7557 0.1566 -4.5591
H -4.0964 -0.2428 -3.4620
H -0.7690 -2.3713 -4.8937
H -0.2384 -2.4956 -7.2944
H 2.9259 0.3380 -6.7252
H 2.3928 0.4336 -4.3251
H 3.8732 -1.1879 3.8916
H 1.9070 0.1311 5.1348
C 4.8085 1.1107 -2.2652
Se 3.9746 2.7488 -1.6300
C 2.5928 2.8478 -3.0239
C 1.9024 4.1977 -3.0642
Se 0.4243 4.3765 -1.7880
C -0.9098 3.4782 -2.8878
H 4.1900 0.2510 -2.0304
H 5.7598 1.0262 -1.7450
H 4.9765 1.1827 -3.3386
H 1.8795 2.0382 -2.8528
H 3.1120 2.6673 -3.9669
H 1.4647 4.3655 -4.0481
H 2.5980 5.0080 -2.8497
H -0.9439 3.9611 -3.8623
H -1.8638 3.5926 -2.3821
H -0.6750 2.4181 -2.9891
C -3.5946 -3.1913 -2.9413
C -3.0996 -2.6384 -1.6034
C -1.6425 -3.0675 -1.3309
C -3.9448 -3.2723 -0.4976
N -1.5165 -0.8113 -1.3862
H -3.5320 -4.2822 -2.9263
H -3.0021 -2.8238 -3.7772
H -4.6384 -2.9136 -3.1106
H -1.5869 -3.9656 -0.7154
H -0.1306 -1.9289 -0.4564
H -1.1018 -3.2533 -2.2723
H -3.7978 -4.3544 -0.5366
H -5.0085 -3.0893 -0.6170
H -3.6189 -2.9207 0.4811
S -5.5758 4.7746 0.4514
C -4.4795 3.4169 -0.0192
C -4.9953 2.3006 -0.5567
C -3.9482 1.3068 -0.8968
N -1.8489 1.4532 0.1546
C -1.9770 2.8432 0.2735
C -3.0469 3.6718 0.1796
C -6.6343 3.9309 1.6230
C -6.1698 3.6394 2.8985
C -6.9819 2.8866 3.7342
N -8.1884 2.4453 3.3889
C -8.6425 2.7787 2.1854
C -7.9129 3.5243 1.2690
H -6.0568 2.1453 -0.7004
H -3.2963 1.6534 -1.6932
H -1.0261 3.3199 0.4872
H -2.8097 4.7239 0.2944
H -5.1931 3.9745 3.2199
H -6.6396 2.6109 4.7270
H -9.6357 2.4177 1.9375
H -8.3164 3.7666 0.2952
*
```

Summary:
E_tot = -255318.677 eV
LUMO = 1.699 eV
maximum force = 0.0104 hartree/bohr
HOMO = -2.5 eV
energy above the lowest of the compared OMol25 structures with the same formula, charge and spin = 4.0 kcal/mol
frontier orbital gap = 4.232 eV

Löwdin population analysis, charges in e, atoms 1 to 99: 1.81 0.81 -0.72 -0.13 -0.05 -0.18 -0.03 -0.15 -0.11 -0.26 -0.01 0.00 -0.23 -0.12 -0.20 -0.04 -0.15 -0.73 0.79 -0.15 -0.02 -0.28 -0.16 -0.27 -0.14 -0.19 -0.04 -0.17 -0.74 0.76 -0.17 -0.04 -0.28 -0.08 -0.06 -0.31 -0.16 -0.12 -0.20 -0.03 -0.03 -0.21 0.04 -0.19 -0.03 -0.15 -0.73 0.80 -0.15 -0.02 -0.04 -0.03 -0.20 0.10 0.12 0.12 0.09 0.10 0.10 0.12 0.09 0.09 0.12 0.11 0.09 0.09 0.12 0.09 0.11 0.12 0.12 0.11 0.09 0.09 0.09 0.10 0.11 -0.39 0.85 -0.61 -0.58 0.85 -0.39 -0.01 0.02 0.02 0.01 0.06 0.06 0.04 0.02 0.00 0.01 -0.04 -0.39 -0.14 -0.04 -0.03 0.09


[3]
A molecular structure, C62H51IN8O2PW in a non-equilibrium geometry, computed with wB97M-V/def2-TZVPD.

ORCA input file:
```
! wB97M-V def2-TZVPD RIJCOSX def2/J DEFGRID3
* xyz 3 1
W -0.2492 -0.8037 0.3326
C 1.1685 5.0088 1.4011
N 1.2651 3.7331 0.7390
C 0.4251 2.6816 0.8724
N 0.7534 1.6812 0.0450
C 1.8609 2.1226 -0.6353
C 2.1900 3.4074 -0.2068
C 3.1913 4.3540 -0.6873
C 4.0462 5.0270 0.1904
C 4.9067 5.9958 -0.2880
C 4.9184 6.3144 -1.6398
C 4.0895 5.6306 -2.5199
C 3.2398 4.6485 -2.0554
C 2.5211 1.3323 -1.6541
C 1.7801 0.3672 -2.3375
C 2.3536 -0.3693 -3.3553
C 3.6780 -0.1448 -3.7021
C 4.4298 0.7941 -3.0109
C 3.8621 1.5301 -1.9899
P -1.0040 2.6805 2.0082
C -0.4540 1.2076 2.9715
N -0.0541 0.0966 2.3549
C 0.3700 -0.7689 3.3340
C 0.2081 -0.1592 4.5658
N -0.3102 1.0830 4.3101
C -0.6728 2.0613 5.2979
C 0.4034 -0.8089 5.8551
C -0.1953 -2.0628 6.0175
C -0.0327 -2.7603 7.1971
C 0.7542 -2.2384 8.2132
C 1.3554 -0.9979 8.0507
C 1.1797 -0.2769 6.8820
C 1.0243 -2.0336 2.9630
C 0.4164 -2.9164 2.0375
C 1.1112 -4.0536 1.6192
C 2.4051 -4.2886 2.0558
C 2.9883 -3.4295 2.9756
C 2.3052 -2.3148 3.4339
C -2.0990 1.8286 0.7934
N -1.7920 0.8879 -0.1375
C -2.9523 0.7108 -0.8671
C -3.9504 1.5296 -0.3598
N -3.3809 2.2265 0.6628
C -4.0450 3.2199 1.4669
C -5.3449 1.6633 -0.7632
C -6.3538 1.5270 0.1968
C -7.6777 1.6493 -0.1748
C -8.0074 1.9222 -1.4965
C -7.0086 2.0394 -2.4556
C -5.6818 1.9015 -2.1001
C -3.0764 -0.2450 -1.9571
C -2.0212 -0.4164 -2.8596
C -2.1401 -1.3126 -3.9062
C -3.2990 -2.0589 -4.0522
C -4.3407 -1.9079 -3.1481
C -4.2405 -1.0011 -2.1101
H 0.1252 5.2599 1.5882
H 1.6041 5.7752 0.7607
H 1.7050 5.0058 2.3503
H 4.0584 4.7683 1.2403
H 5.5734 6.5013 0.3925
H 5.5775 7.0844 -2.0054
H 4.1060 5.8682 -3.5715
H 2.5876 4.1181 -2.7340
H 0.7217 0.2458 -2.0688
H 1.7753 -1.1102 -3.8856
H 4.1220 -0.6957 -4.5136
H 5.4613 0.9613 -3.2735
H 4.4502 2.2573 -1.4520
H -1.1004 1.5546 6.1631
H -1.4076 2.7491 4.8801
H 0.2028 2.6308 5.6151
H -0.8164 -2.4632 5.2299
H -0.5176 -3.7144 7.3223
H 0.8944 -2.7936 9.1277
H 1.9709 -0.5906 8.8346
H 1.6735 0.6755 6.7598
H -0.6675 -2.9441 1.9193
H 0.6148 -4.7804 0.9891
H 2.9337 -5.1704 1.7315
H 3.9732 -3.6403 3.3605
H 2.7686 -1.6627 4.1590
H -4.9420 3.5561 0.9479
H -3.3932 4.0784 1.6319
H -4.3386 2.8063 2.4346
H -6.0985 1.2848 1.2176
H -8.4550 1.5336 0.5633
H -9.0400 2.0443 -1.7784
H -7.2676 2.2556 -3.4797
H -4.9010 2.0164 -2.8374
H -1.1554 0.2346 -2.7893
H -1.3350 -1.4199 -4.6166
H -3.3926 -2.7536 -4.8715
H -5.2327 -2.5067 -3.2473
H -5.0388 -0.9101 -1.3890
C 3.6302 0.9552 2.1725
C 3.8942 -0.0718 1.1149
N 5.1435 -0.3253 0.7988
C 5.4920 -1.2636 -0.0560
C 4.5679 -2.0756 -0.6926
C 5.0457 -3.1815 -1.5927
O 4.3615 -3.1634 -2.8250
C 3.1983 -1.8065 -0.4639
C 2.1300 -2.4947 -1.0854
N 0.8669 -2.0886 -0.9489
C -0.2036 -2.8954 -1.4010
C -0.1775 -4.0160 -2.2174
C -1.3667 -4.7038 -2.4111
C -2.5229 -4.2806 -1.7841
C -2.5223 -3.1494 -0.9685
C -1.3667 -2.3942 -0.7693
I -2.7696 -1.2285 1.9669
C 2.8603 -0.7844 0.4743
O 1.5932 -0.5738 0.7926
H 4.2204 0.7183 3.0552
H 2.5724 0.9839 2.4245
H 3.9470 1.9394 1.8272
H 6.5523 -1.3717 -0.2367
H 4.8669 -4.1397 -1.0730
H 6.1274 -3.0768 -1.7370
H 4.8276 -3.7437 -3.4398
H 2.3395 -3.3808 -1.6692
H 0.7274 -4.3438 -2.7042
H -1.3697 -5.5809 -3.0400
H -3.4388 -4.8340 -1.9081
H -3.4531 -2.8800 -0.4906
*
```

Summary:
E_tot = -100329.651 eV
LUMO (spin up / spin down) = -10.704 / -10.707 eV
maximum force = 0.0421 hartree/bohr
HOMO (spin up / spin down) = -14.5 / -14.5 eV
frontier orbital gap (spin up / spin down) = 3.809 / 3.805 eV

Löwdin population analysis, charges in e, atoms 1 to 99: 1.84 0.00 -0.04 -0.42 0.08 -0.16 -0.10 -0.20 -0.04 -0.05 -0.04 -0.05 -0.03 -0.17 -0.07 -0.07 -0.05 -0.03 -0.01 1.22 -0.43 -0.13 -0.23 -0.10 -0.02 0.02 -0.18 -0.02 -0.04 -0.04 -0.05 -0.02 -0.17 -0.12 -0.04 -0.03 0.00 0.01 -0.48 -0.06 -0.22 -0.12 -0.04 0.00 -0.20 -0.04 -0.05 -0.04 -0.04 -0.02 -0.21 -0.05 -0.05 -0.05 -0.05 -0.04 0.08 0.11 0.11 0.11 0.12 0.12 0.12 0.13 0.07 0.11 0.12 0.12 0.12 0.12 0.09 0.11 0.12 0.12 0.12 0.12 0.12 0.02 0.13 0.12 0.13 0.14 0.11 0.08 0.11 0.12 0.12 0.12 0.12 0.13 0.10 0.12 0.12 0.13 0.13 0.02 -0.24 0.17 -0.05